# C32H32CaN4O6S5

A structure of composition C32H32CaN4O6S5 at a distorted geometry (the ωB97M-V functional and the def2-TZVPD basis, the Open Molecules 2025 dataset).

The geometry in ORCA input format:
```
! RIJCOSX wB97M-V def2-TZVPD def2/J DEFGRID3
* xyz -2 1
Ca -0.2526 -0.2457 0.2719
C 2.9020 0.8152 1.3434
N 2.2959 1.2757 0.0951
C 1.9897 2.7094 0.1706
C 0.6946 3.1169 -0.5526
C -0.4863 3.1697 0.4136
N -0.4847 1.9828 1.2469
C -1.4359 1.8486 2.0865
C -1.5209 0.8322 3.1047
C -2.5240 0.9619 4.0760
C -2.6152 0.1149 5.1554
C -1.6686 -0.9157 5.2758
C -0.6925 -1.0933 4.3319
C -0.5803 -0.2550 3.1781
O 0.3040 -0.4756 2.2908
C 3.1768 0.9617 -1.0237
C 2.5187 0.9625 -2.4027
C 1.4289 -0.1038 -2.5767
N 0.1332 0.3081 -2.0832
C -0.8320 0.3522 -2.9113
C -2.2252 0.6552 -2.6464
C -3.0538 0.9133 -3.7466
C -4.4060 1.1404 -3.6198
C -4.9781 1.0756 -2.3421
C -4.2043 0.8186 -1.2398
C -2.7922 0.6017 -1.3256
O -2.1151 0.3555 -0.2787
H 3.8375 1.3563 1.5732
H 3.1316 -0.2483 1.2658
H 2.1926 0.9439 2.1569
H 2.8376 3.2961 -0.2213
H 1.8746 2.9686 1.2248
H 0.4608 2.3672 -1.3007
H 0.8084 4.0886 -1.0429
H -1.4276 3.2625 -0.1460
H -0.3987 4.0637 1.0504
H -2.2394 2.6040 2.1219
H -3.2459 1.7669 3.9646
H -3.3916 0.2422 5.8998
H -1.7265 -1.5914 6.1232
H 0.0240 -1.9026 4.4143
H 3.5885 -0.0337 -0.8559
H 4.0295 1.6682 -1.0481
H 3.3097 0.7450 -3.1268
H 2.1181 1.9505 -2.6490
H 1.7252 -0.9953 -2.0176
H 1.3701 -0.3723 -3.6439
H -0.6204 0.1338 -3.9727
H -2.6032 0.9447 -4.7351
H -5.0164 1.3564 -4.4881
H -6.0478 1.2155 -2.2237
H -4.6414 0.7687 -0.2492
O -1.7813 -1.9435 1.4267
C -1.8553 -3.1437 1.2723
C -1.5382 -3.8782 0.0582
C -2.0454 -5.1486 -0.1064
C -1.9049 -5.8305 -1.3094
C -1.1898 -5.2252 -2.3729
C -0.6430 -3.9937 -2.2212
C -0.7745 -3.2363 -0.9964
O -0.2505 -2.1119 -0.8683
N -2.5074 -7.0970 -1.4892
O -2.4224 -7.6486 -2.5890
O -3.1023 -7.6216 -0.5466
H -2.2467 -3.7775 2.0988
H -2.6075 -5.6239 0.6891
H -1.0958 -5.7820 -3.2941
H -0.0950 -3.5189 -3.0258
C 6.0442 -2.8054 -1.7630
S 6.0732 -1.7709 -0.2658
C 5.2910 -2.8049 0.9124
C 3.9787 -3.1996 0.8911
S 2.7773 -2.8705 -0.2400
S 3.5822 -4.2635 2.2808
C 5.1128 -4.2783 3.0732
S 5.4233 -5.0966 4.4771
S 6.2983 -3.3447 2.2457
H 6.4653 -2.1980 -2.5640
H 5.0102 -3.0648 -1.9828
H 6.6460 -3.6982 -1.6049
*
```

Summary:
Molar mass   769.04 u
Energy relative to the best compared isomer or geometry (same formula, charge and spin)   0.6576 eV
Electronic energy   -124567.39437 eV
Largest force on an atom   0.04799 hartree/bohr
HOMO energy   -0.0809 hartree
Kohn-Sham gap   0.2298 hartree